Density functional theory data (ωB97M-V/def2-TZVPD) for a structure of composition C12H25AlBClCsF9LiO14PS.

Last column: Mulliken charge in e.
Atoms and positions in Å:
B1 3.55 -2.44 -0.19  0.319
C1 2.54 -1.72 -1.10  -0.733
C2 2.09 -0.32 -0.64  -0.962
C3 0.68 -0.23 -0.12  0.837
F1 0.44 -1.13 0.86  -0.303
F2 0.50 1.01 0.44  -0.253
C4 -0.43 -0.36 -1.22  0.738
F3 -0.06 -0.97 -2.32  -0.214
F4 -0.63 1.07 -1.67  -0.155
C5 -1.80 -1.02 -0.70  0.181
F5 -2.31 -0.36 0.35  -0.162
F6 -2.74 -0.87 -1.78  -0.154
C6 -1.75 -2.59 -0.43  0.763
F7 -0.55 -3.05 -0.80  -0.222
F8 -1.89 -2.76 0.87  -0.238
F9 -2.69 -3.19 -1.06  -0.203
H1 3.83 -2.07 0.92  -0.078
H2 4.05 -3.45 -0.57  -0.152
H3 1.71 -2.37 -1.33  0.230
H4 3.06 -1.59 -2.06  0.314
H5 2.70 0.00 0.21  0.502
H6 2.23 0.45 -1.40  0.435
O1 6.56 -4.54 -0.37  -0.414
H7 7.56 -4.44 -0.61  0.416
H8 6.49 -4.83 0.56  0.440
H9 6.12 -5.16 -0.97  0.437
O2 -0.82 2.00 3.09  -0.637
H10 -1.75 1.76 2.93  0.370
H11 -0.30 1.65 2.36  0.275
O3 -5.27 -1.63 -2.45  -0.562
S1 -6.10 -2.31 -1.48  0.964
O4 -5.90 -1.70 -0.13  -0.592
O5 -5.71 -3.76 -1.35  -0.819
O6 -7.54 -2.24 -1.85  -0.688
Al1 -2.62 1.12 -1.64  0.539
Cl1 -5.56 -0.78 -4.98  -0.912
O7 11.22 -4.48 0.57  -0.340
P1 10.04 -5.22 -0.02  1.070
O8 9.17 -5.67 1.16  -0.499
O9 10.65 -6.45 -0.67  -0.355
O10 9.19 -4.39 -0.99  -0.786
Li1 -7.19 -3.85 -0.04  0.827
C7 0.23 4.19 -1.23  -0.444
O11 0.36 5.35 -2.05  -0.348
C8 1.09 5.14 -3.15  0.765
O12 1.60 4.09 -3.45  -0.561
O13 1.15 6.27 -3.84  -0.338
C9 1.91 6.19 -5.05  -0.622
H12 -0.37 4.46 -0.38  0.327
H13 -0.26 3.39 -1.79  0.079
H14 1.21 3.85 -0.88  0.291
H15 1.47 5.46 -5.73  0.303
H16 2.94 5.92 -4.84  0.296
H17 1.87 7.18 -5.49  0.217
Cs1 -6.75 0.52 -3.33  0.826
C10 -2.94 2.50 5.55  -1.293
C11 -4.07 1.99 4.68  0.376
C12 -5.07 1.18 5.48  -1.299
O14 -3.56 1.20 3.59  -0.505
H18 -2.39 1.66 5.99  0.318
H19 -2.23 3.07 4.96  0.338
H20 -3.31 3.12 6.36  0.411
H21 -4.58 2.83 4.21  0.239
H22 -4.58 0.30 5.92  0.351
H23 -5.88 0.82 4.84  0.323
H24 -5.50 1.77 6.29  0.389
H25 -3.11 0.43 3.98  0.335

Summary:
- E_HOMO (eV) = -6.607
- max |F| (eV/A) = 7.06
- LUMO (eV) = -4.634
- net charge = 0

=====

Density functional theory data (ωB97M-V/def2-TZVPD) for a structure of composition C28H31Cl5CrN7O4S3SbSe4.

Last column: Mulliken charge in e.
Atoms and positions in Å:
Cr1 1.64 -0.92 0.49  0.723
N1 0.27 -4.10 0.96  -0.334
C1 1.54 -3.99 0.51  0.379
N2 2.22 -5.12 0.26  -0.376
O1 2.12 -2.89 0.36  -0.036
H1 -0.22 -4.95 0.77  0.339
H2 -0.28 -3.26 0.83  0.022
H3 1.76 -6.01 0.20  0.198
H4 3.16 -5.04 -0.08  0.113
C2 -2.86 -0.10 -1.77  -0.692
C3 -2.86 -0.94 -0.49  0.471
C4 -1.52 -0.98 0.09  0.342
N3 -0.43 -1.01 0.45  -0.377
H5 -3.87 -0.06 -2.17  0.458
H6 -2.21 -0.55 -2.51  0.247
H7 -2.51 0.91 -1.58  -0.187
H8 -3.13 -1.97 -0.71  0.510
H9 -3.55 -0.54 0.27  -0.693
N4 1.65 -1.24 2.61  -0.354
H10 2.09 -2.14 2.80  0.165
H11 0.76 -1.25 3.10  0.173
H12 2.26 -0.59 3.12  0.099
Cl1 4.06 -0.54 0.62  0.178
C5 4.87 0.11 -0.85  -0.355
Cl2 5.87 -1.07 -1.68  -0.135
H13 5.51 0.91 -0.49  0.418
H14 4.10 0.45 -1.53  0.059
Se1 4.69 -0.38 4.43  -0.371
Sb1 5.73 -2.42 4.93  0.549
Se2 6.43 -4.16 2.61  -0.051
Se3 4.49 -4.35 3.87  -0.225
Se4 5.67 -3.56 0.63  0.061
Cl3 -1.06 5.64 -3.58  -0.208
C6 -1.18 5.18 -1.91  0.259
C7 -1.56 3.89 -1.58  -0.919
C8 -1.63 3.53 -0.25  0.766
C9 -1.34 4.43 0.77  -0.544
C10 -1.39 4.01 2.22  -0.707
C11 0.03 3.80 2.79  -1.463
N5 0.78 2.97 1.86  0.325
C12 1.71 3.35 0.93  -0.711
C13 2.06 2.22 0.26  -0.857
N6 1.37 1.15 0.78  1.036
C14 0.62 1.64 1.75  -0.456
O2 -2.08 2.78 2.31  0.252
C15 -3.00 2.64 3.39  -1.168
C16 -3.92 1.52 3.02  0.270
C17 -4.98 1.66 2.18  0.713
Cl4 -5.46 3.10 1.40  -0.181
S1 -5.84 0.19 1.94  -0.229
C18 -4.77 -0.65 2.99  -0.398
C19 -3.81 0.17 3.48  -0.906
C20 -0.97 5.72 0.40  0.652
Cl5 -0.61 6.91 1.61  -0.199
C21 -0.89 6.11 -0.93  -0.783
H15 -1.80 3.18 -2.37  0.475
H16 -1.95 2.53 0.03  0.146
H17 -1.88 4.79 2.80  0.867
H18 -0.03 3.30 3.75  0.404
H19 0.55 4.75 2.92  0.512
H20 2.01 4.38 0.81  0.517
H21 2.73 2.12 -0.58  0.470
H22 -0.09 1.09 2.33  0.412
H23 -3.56 3.57 3.52  0.499
H24 -2.48 2.41 4.32  0.312
H25 -4.92 -1.69 3.18  0.477
H26 -3.04 -0.16 4.17  0.415
H27 -0.60 7.12 -1.19  0.475
O3 -0.47 -5.21 -2.15  -0.710
S2 -0.81 -3.88 -2.57  1.160
O4 -2.20 -3.49 -2.52  -0.680
N7 0.07 -2.79 -1.72  -0.125
C22 0.78 -2.03 -2.50  0.894
S3 1.70 -0.70 -1.95  -0.687
C23 0.73 -2.40 -3.95  -0.053
C24 1.42 -1.85 -5.02  -0.739
C25 1.23 -2.41 -6.28  -0.646
C26 0.38 -3.50 -6.45  -0.521
C27 -0.31 -4.05 -5.38  -0.757
C28 -0.12 -3.47 -4.15  0.208
H28 2.08 -1.01 -4.87  0.511
H29 1.76 -2.01 -7.13  0.411
H30 0.26 -3.92 -7.44  0.409
H31 -0.97 -4.90 -5.51  0.485

Summary:
- 2S+1 = 4
- E_HOMO (spin up / spin down) (eV) = -10.244 / -9.303
- max |F| (eV/A) = 1.14
- expectation value of S² = 3.7779
- energy above the lowest of the compared OMol25 structures with the same formula, charge and spin (kcal per mole) = 0.00
- LUMO (spin up / spin down) (eV) = -3.799 / -4.815
- net charge = +1

=====

Density functional theory data (ωB97M-V/def2-TZVPD) for a cluster of 2 separate species, C11H18 in total.

Last column: Mulliken charge in e.
Atoms and positions in Å:
C1 -0.54 3.40 0.10  -1.121
C2 -0.62 1.89 0.56  -0.912
C3 -0.15 1.03 -0.56  0.731
C4 1.20 0.67 -0.67  -0.383
C5 1.78 -0.01 -1.73  -0.644
C6 0.93 -0.45 -2.74  -0.386
C7 -0.40 -0.04 -2.72  -0.520
C8 -0.91 0.76 -1.71  -0.355
H1 -1.37 3.94 0.57  0.331
H2 -0.71 3.46 -0.98  0.344
H3 0.40 3.85 0.38  0.314
H4 -0.03 1.87 1.48  0.323
H5 -1.65 1.66 0.80  0.450
H6 1.74 0.91 0.24  0.298
H7 2.84 -0.13 -1.63  0.387
H8 1.29 -1.04 -3.56  0.397
H9 -1.13 -0.43 -3.41  0.350
H10 -1.94 1.07 -1.77  0.388
C9 0.85 -1.36 2.19  -1.058
C10 0.27 -2.30 1.17  0.095
C11 -1.25 -2.47 1.20  -1.267
H11 0.25 -1.21 3.09  0.372
H12 1.05 -0.35 1.83  0.048
H13 1.78 -1.63 2.72  0.363
H14 0.67 -2.05 0.19  0.118
H15 0.67 -3.30 1.37  0.369
H16 -1.80 -1.78 1.84  0.322
H17 -1.68 -2.49 0.19  0.277
H18 -1.55 -3.47 1.54  0.369

Summary:
- E_HOMO (eV) = -8.992
- max |F| (eV/A) = 1.89
- energy above the lowest of the compared OMol25 structures with the same formula, charge and spin (kcal per mole) = 22.34
- LUMO (eV) = 1.002
- net charge = 0

=====

Density functional theory data (ωB97M-V/def2-TZVPD) for a cluster of 5 separate species, H10O4S2 in total.

Last column: Mulliken charge in e.
Atoms and positions in Å:
S1 3.26 -1.86 0.33  -0.256
S2 4.17 0.03 0.47  -0.130
H1 3.22 -2.03 -1.05  0.206
H2 3.57 0.29 1.63  0.158
O1 -3.12 -2.44 -0.67  -0.647
H3 -3.26 -1.50 -0.87  0.331
H4 -2.69 -2.72 -1.49  0.316
O2 0.54 0.06 0.94  -0.585
H5 1.36 -0.41 1.13  0.259
H6 0.01 -0.52 0.39  0.325
O3 1.51 2.82 -0.06  -0.639
H7 1.46 2.99 0.90  0.315
H8 1.51 1.85 -0.01  0.349
O4 -3.73 1.04 -0.93  -0.654
H9 -3.32 1.65 -0.31  0.326
H10 -4.50 0.75 -0.41  0.327

Summary:
- E_HOMO (eV) = -9.180
- max |F| (eV/A) = 1.47
- energy above the lowest of the compared OMol25 structures with the same formula, charge and spin (kcal per mole) = 20.00
- LUMO (eV) = -0.095
- net charge = 0